(1)
{"formula": "C6H7NO", "method": "wB97M-V/def2-TZVPD", "relative_energy_ev": 4.407, "orbital_gap_ev": [8.45, 7.11], "lumo_energy_ha": [-0.0163, -0.0503], "charge": 0, "homo_energy_ev": [-8.90, -8.47], "elements": ["C", "C", "C", "C", "C", "C", "O", "N", "H", "H", "H", "H", "H", "H", "H"], "coordinates": [[0.98247, -0.76104, -0.77707], [1.12689, -1.77439, 0.28615], [-2.07539, 1.36753, 0.29459], [-0.07124, 0.21343, -0.73639], [-1.01230, 0.40060, 0.37476], [0.81673, 1.30051, -0.00423], [-2.96912, 1.46159, 1.11920], [1.47114, 2.18925, 0.34935], [1.64116, -0.74991, -1.63584], [-2.10958, 1.95752, -0.64537], [-0.37344, 0.62992, -1.69785], [-0.87621, -0.13467, 1.30428], [0.17059, -2.28925, 0.45811], [1.37479, -1.30944, 1.25165], [1.90351, -2.50163, 0.05868]], "atomic_forces_ev_per_a": [[0.0223, -1.7003, -0.4922], [-0.0114, 0.0573, 0.3106], [-0.3145, -0.5063, -0.4205], [1.3840, 2.4189, 1.1925], [-1.0104, -0.5770, 0.2969], [-0.2435, 0.6210, -1.3472], [0.2940, 0.1497, 0.0786], [-0.2000, -0.5524, 0.1235], [-0.0518, 0.0953, 0.1173], [0.0770, 0.1048, 0.1509], [-0.0575, 0.0226, 0.1168], [-0.0148, -0.0716, -0.0206], [0.1226, -0.0486, -0.0747], [0.0648, -0.0339, -0.0391], [-0.0609, 0.0205, 0.0073]], "mulliken_charge": [-0.653, -1.101, -0.215, 0.732, -0.400, 0.129, -0.491, -0.491, 0.441, 0.273, 0.438, 0.375, 0.322, 0.308, 0.334]}

---

(2)
{"formula": "C6H7NO", "method": "wB97M-V/def2-TZVPD", "relative_energy_ev": 4.487, "orbital_gap_ev": 7.45, "lumo_energy_ha": -0.0064, "charge": 0, "homo_energy_ev": -7.63, "elements": ["C", "C", "C", "C", "C", "C", "H", "H", "H", "H", "H", "H", "H", "N", "O"], "coordinates": [[1.42981, -0.31016, -0.10607], [1.67487, 1.09264, 0.00052], [0.27551, 1.67528, 0.09334], [-0.67297, 0.73272, -0.19723], [-2.02601, -0.05420, -0.10876], [-1.02028, -1.23501, 0.16147], [3.33858, -0.77238, -0.63772], [2.53507, 1.69479, 0.20274], [-0.03609, 2.68636, 0.16655], [-2.66913, -0.20896, -0.98622], [-2.80320, 0.18551, 0.72518], [-1.40300, -2.24644, -0.36245], [-1.04255, -1.52244, 1.31968], [0.08750, -0.48586, -0.32985], [2.33188, -1.23184, 0.05881]], "atomic_forces_ev_per_a": [[-0.7003, 5.0031, 0.4160], [-4.7976, -1.0383, 0.5216], [0.4540, -0.2381, -1.1605], [2.0323, -1.3915, -0.2988], [-0.0190, 0.4529, 1.7811], [-3.4977, -4.1261, 1.7027], [-4.4303, -2.3752, 3.2898], [0.5484, -0.3111, -0.1261], [0.4080, 0.9738, 0.3439], [0.7962, 0.3686, -0.2023], [1.8303, -0.2425, -1.0973], [1.5027, 2.0622, 0.7534], [0.5395, 0.8477, -2.3229], [-0.3599, 0.2881, -0.0349], [5.6935, -0.2736, -3.5657]], "mulliken_charge": [0.366, -0.568, -0.633, -0.016, -0.363, -0.416, 0.421, 0.374, 0.399, 0.218, 0.220, 0.247, 0.224, 0.117, -0.589]}

---

(3)
{"formula": "C6H7NO2", "method": "wB97M-V/def2-TZVPD", "relative_energy_ev": 3.466, "orbital_gap_ev": 8.83, "lumo_energy_ha": -0.0085, "charge": 0, "homo_energy_ev": -9.06, "smiles": "C[C@@H]1C(=O)C(=O)[C@@H]2N[C@H]12", "elements": ["C", "C", "C", "O", "C", "O", "C", "N", "C", "H", "H", "H", "H", "H", "H", "H"], "coordinates": [[-0.91432, -1.42787, 0.88217], [0.23114, -0.65330, 0.39928], [0.63438, 0.68428, 1.20221], [0.74157, 0.85372, 2.36392], [0.93407, 1.61005, 0.09240], [1.52126, 2.59480, 0.42450], [0.48113, 1.08500, -1.21150], [-0.99957, 0.73491, -1.04722], [0.07797, -0.27018, -1.03506], [-1.92842, -0.89090, 0.97268], [-1.32849, -2.28409, 0.01157], [-0.77677, -1.94710, 1.88273], [1.12975, -1.19515, 0.72904], [1.19368, 1.20399, -2.06093], [-1.35619, 1.00932, -1.93727], [0.35881, -1.10749, -1.66851]], "atomic_forces_ev_per_a": [[-4.5329, -3.0720, -0.2635], [0.9241, 0.5759, 2.6014], [-2.3740, -3.3149, -1.9558], [0.1763, 0.2218, 0.9848], [0.7881, 1.5070, 0.8763], [0.6893, 1.5050, -1.1759], [1.9998, 0.9052, 0.0039], [1.8161, 0.3452, -0.9903], [-0.1293, -1.5789, 1.7963], [1.7871, -0.1132, -0.0430], [1.7054, 2.0093, 2.4929], [0.0196, 0.4960, -1.3992], [0.2153, -0.4286, -1.1322], [-1.5962, 0.9167, -0.0007], [-0.7662, -0.5035, -0.9390], [-0.7225, 0.5290, -0.8559]], "mulliken_charge": [-1.378, 0.357, 0.428, -0.523, 0.314, -0.490, -0.565, -0.558, 0.071, 0.322, 0.250, 0.338, 0.341, 0.351, 0.243, 0.501]}

---

What did the first record say?
{"formula": "C6H7NO", "method": "wB97M-V/def2-TZVPD", "relative_energy_ev": 4.407, "orbital_gap_ev": [8.45, 7.11], "lumo_energy_ha": [-0.0163, -0.0503], "charge": 0, "homo_energy_ev": [-8.90, -8.47], "elements": ["C", "C", "C", "C", "C", "C", "O", "N", "H", "H", "H", "H", "H", "H", "H"], "coordinates": [[0.98247, -0.76104, -0.77707], [1.12689, -1.77439, 0.28615], [-2.07539, 1.36753, 0.29459], [-0.07124, 0.21343, -0.73639], [-1.01230, 0.40060, 0.37476], [0.81673, 1.30051, -0.00423], [-2.96912, 1.46159, 1.11920], [1.47114, 2.18925, 0.34935], [1.64116, -0.74991, -1.63584], [-2.10958, 1.95752, -0.64537], [-0.37344, 0.62992, -1.69785], [-0.87621, -0.13467, 1.30428], [0.17059, -2.28925, 0.45811], [1.37479, -1.30944, 1.25165], [1.90351, -2.50163, 0.05868]], "atomic_forces_ev_per_a": [[0.0223, -1.7003, -0.4922], [-0.0114, 0.0573, 0.3106], [-0.3145, -0.5063, -0.4205], [1.3840, 2.4189, 1.1925], [-1.0104, -0.5770, 0.2969], [-0.2435, 0.6210, -1.3472], [0.2940, 0.1497, 0.0786], [-0.2000, -0.5524, 0.1235], [-0.0518, 0.0953, 0.1173], [0.0770, 0.1048, 0.1509], [-0.0575, 0.0226, 0.1168], [-0.0148, -0.0716, -0.0206], [0.1226, -0.0486, -0.0747], [0.0648, -0.0339, -0.0391], [-0.0609, 0.0205, 0.0073]], "mulliken_charge": [-0.653, -1.101, -0.215, 0.732, -0.400, 0.129, -0.491, -0.491, 0.441, 0.273, 0.438, 0.375, 0.322, 0.308, 0.334]}